(1)
{"formula": "C3H3N5", "method": "ωB97M-V with the def2-TZVPD basis set", "species": ["N", "N", "N", "N", "N", "C", "C", "C", "H", "H", "H"], "xyz": [[0.522, 1.439, -0.549], [-0.839, 0.630, 1.289], [0.526, 0.462, -1.398], [1.344, -1.685, -0.584], [-0.872, -1.048, -0.408], [0.100, 1.296, 0.709], [0.415, -0.914, -0.754], [-1.472, -0.374, 0.506], [0.588, 2.004, 1.368], [-2.538, -0.561, 0.710], [2.226, -1.248, -0.889]], "energy_ev": -10606.61058, "largest_force_ev_per_a": 5.01, "orbital_gap_ev": 8.2, "de_lowest_kj_mol": 217.73, "lumo_ev": -1.47, "smiles": "[H]/N=c1/ncncnn1", "charge": 0}

(2)
{"formula": "C3H3N5", "method": "ωB97M-V with the def2-TZVPD basis set", "species": ["N", "N", "N", "N", "N", "C", "C", "C", "H", "H", "H"], "xyz": [[0.813, 0.470, -1.427], [-1.539, 0.498, -1.396], [0.089, -1.541, 0.400], [-0.283, -1.517, -0.796], [1.304, 1.177, -0.379], [-0.447, -0.213, -1.370], [0.401, -0.461, 1.198], [0.847, 0.841, 0.931], [1.068, 1.643, 1.704], [0.038, -0.688, 2.200], [-2.292, -0.209, -1.064]], "energy_ev": -10604.49079, "largest_force_ev_per_a": 4.83, "orbital_gap_ev": 8.3, "de_lowest_kj_mol": 422.26, "lumo_ev": -1.70, "smiles": "N=c1nnccnn1", "charge": 0}

(3)
{"formula": "C3H3N5", "method": "ωB97M-V with the def2-TZVPD basis set", "species": ["N", "N", "N", "N", "N", "C", "C", "C", "H", "H", "H"], "xyz": [[1.295, 0.496, 0.783], [-0.434, -1.271, -0.992], [1.280, -0.824, 0.637], [-0.601, 1.799, 1.273], [-0.257, 1.103, -0.902], [0.118, 1.123, 0.516], [-0.553, 0.032, -1.459], [0.279, -1.581, 0.099], [-0.439, 1.865, 2.399], [-1.080, 0.027, -2.517], [0.393, -2.769, 0.164]], "energy_ev": -10605.51700, "largest_force_ev_per_a": 5.68, "orbital_gap_ev": 8.0, "de_lowest_kj_mol": 323.25, "lumo_ev": -2.01, "smiles": "[H]/N=c1/ncncnn1", "charge": 0}

(4)
{"formula": "C3H3N5", "method": "ωB97M-V with the def2-TZVPD basis set", "species": ["N", "N", "N", "N", "N", "C", "C", "C", "H", "H", "H"], "xyz": [[0.080, -1.399, -0.636], [-0.001, 1.533, -0.165], [1.916, 0.035, -0.060], [1.451, -0.820, -0.859], [0.472, 0.300, 1.978], [-1.036, -0.682, -0.631], [0.768, 0.687, 0.773], [-0.875, 0.834, -0.815], [-2.103, -1.295, -0.447], [0.984, -0.507, 2.294], [-1.657, 1.313, -1.433]], "energy_ev": -10604.91333, "largest_force_ev_per_a": 4.21, "orbital_gap_ev": 9.1, "de_lowest_kj_mol": 381.49, "lumo_ev": -0.62, "smiles": "[H]/N=c1/nccnnn1", "charge": 0}

(5)
{"formula": "C3H3N5", "method": "ωB97M-V with the def2-TZVPD basis set", "species": ["N", "N", "N", "N", "N", "C", "C", "C", "H", "H", "H"], "xyz": [[0.577, 1.051, -0.990], [0.755, -1.410, 0.226], [1.579, 0.787, -0.051], [-0.624, 0.800, -0.939], [-2.055, 0.351, 0.929], [1.570, -0.396, 0.488], [-1.173, 0.042, 0.137], [-0.494, -1.260, 0.052], [-1.038, -2.171, -0.320], [-2.416, 1.245, 0.813], [2.412, -0.442, 1.220]], "energy_ev": -10605.97443, "largest_force_ev_per_a": 3.54, "orbital_gap_ev": 9.1, "de_lowest_kj_mol": 279.11, "lumo_ev": -0.47, "smiles": "[H]/N=c1/cncnnn1", "charge": 0}

(6)
{"formula": "C3H3N5", "method": "ωB97M-V with the def2-TZVPD basis set", "species": ["N", "N", "N", "N", "N", "C", "C", "C", "H", "H", "H"], "xyz": [[1.225, -0.594, 0.819], [-1.928, 0.243, 0.765], [0.100, 0.341, -1.564], [-0.591, -0.526, -1.057], [0.168, -1.379, 0.682], [0.833, 1.198, -0.761], [-0.928, -0.411, 0.266], [1.156, 0.746, 0.529], [1.658, 1.413, 1.296], [1.103, 2.250, -0.761], [-1.948, 0.546, 1.765]], "energy_ev": -10603.91475, "largest_force_ev_per_a": 4.79, "orbital_gap_ev": 8.6, "de_lowest_kj_mol": 477.84, "lumo_ev": -0.72, "smiles": "N=c1nnccnn1", "charge": 0}

(7)
{"formula": "C3H3NO", "method": "ωB97M-V with the def2-TZVPD basis set", "species": ["O", "N", "C", "C", "C", "H", "H", "H"], "xyz": [[0.508, 1.737, 0.006], [-2.682, 0.251, -0.007], [0.802, -0.607, -0.042], [-0.030, 0.652, -0.101], [-1.562, 0.555, -0.057], [1.037, -0.725, 1.129], [1.916, -0.511, -0.634], [0.011, -1.352, -0.294]], "energy_ev": -6695.25119, "largest_force_ev_per_a": 4.03, "orbital_gap_ev": 10.6, "de_lowest_kj_mol": 119.72, "lumo_ev": -0.47, "smiles": "CC(=O)C#N", "charge": 0}

(8)
{"formula": "C3H3NO", "method": "ωB97M-V with the def2-TZVPD basis set", "species": ["O", "N", "C", "C", "C", "H", "H", "H"], "xyz": [[0.065, 0.916, -1.037], [0.432, 0.835, 2.359], [-0.130, 0.527, 1.432], [0.312, -0.546, -0.751], [-0.535, 0.280, -0.007], [0.007, -1.464, -1.276], [-1.553, 0.314, -0.388], [1.401, -0.862, -0.332]], "energy_ev": -6693.86573, "largest_force_ev_per_a": 4.60, "orbital_gap_ev": 12.2, "de_lowest_kj_mol": 253.39, "lumo_ev": 0.80, "smiles": "N#C[C@@H]1CO1", "charge": 0}

(9)
{"formula": "C3H3NO", "method": "ωB97M-V with the def2-TZVPD basis set", "species": ["O", "N", "C", "C", "C", "H", "H", "H"], "xyz": [[1.625, -0.966, 0.557], [-1.452, -1.517, 0.423], [-2.524, -1.879, 0.642], [0.781, -0.305, 0.203], [0.411, 0.984, -0.374], [0.381, 1.692, 0.455], [1.353, 1.174, -1.120], [-0.574, 0.817, -0.786]], "energy_ev": -6693.00201, "largest_force_ev_per_a": 3.96, "orbital_gap_ev": [7.2, 7.2], "de_lowest_kj_mol": 336.73, "lumo_ev": [-1.56, -1.56], "charge": 0}

(10)
{"formula": "C3H3NO", "method": "ωB97M-V with the def2-TZVPD basis set", "species": ["O", "N", "C", "C", "C", "H", "H", "H"], "xyz": [[0.971, -1.301, 0.037], [-2.039, 0.104, 0.109], [0.946, 1.269, -0.007], [0.440, -0.240, 0.019], [-0.888, -0.151, -0.185], [1.847, 0.863, -0.700], [1.492, 1.514, 1.094], [0.172, 2.032, -0.412]], "energy_ev": -6694.16736, "largest_force_ev_per_a": 12.14, "orbital_gap_ev": 10.3, "de_lowest_kj_mol": 224.29, "lumo_ev": -0.70, "smiles": "CC(=O)C#N", "charge": 0}

(11)
{"formula": "C3H3NO", "method": "ωB97M-V with the def2-TZVPD basis set", "species": ["O", "N", "C", "C", "C", "H", "H", "H"], "xyz": [[-0.689, -1.305, -1.777], [-0.546, -0.204, -0.982], [0.702, 1.538, 1.663], [0.551, 0.521, 0.997], [0.149, -0.543, 0.076], [0.747, 2.508, 2.222], [0.443, -1.543, 0.269], [-1.356, -0.972, -2.469]], "energy_ev": -6693.01892, "largest_force_ev_per_a": 2.98, "orbital_gap_ev": 10.0, "de_lowest_kj_mol": 335.10, "lumo_ev": 0.60, "smiles": "C#C/C=N/O", "charge": 0}

(12)
{"formula": "C3H3NO", "method": "ωB97M-V with the def2-TZVPD basis set", "species": ["O", "N", "C", "C", "C", "H", "H", "H"], "xyz": [[-0.612, 0.159, -1.570], [0.626, -0.354, -1.401], [0.058, 0.152, 1.053], [0.975, -0.468, -0.045], [-1.022, 0.251, 1.718], [-1.259, 0.982, 2.577], [1.853, -0.898, 0.296], [-0.618, 0.177, -2.629]], "energy_ev": -6691.43647, "largest_force_ev_per_a": 6.98, "orbital_gap_ev": 9.2, "de_lowest_kj_mol": 487.78, "lumo_ev": -0.27, "smiles": "C#C/C=N\\O", "charge": 0}

(13)
{"formula": "C3H3NO", "method": "ωB97M-V with the def2-TZVPD basis set", "species": ["O", "N", "C", "C", "C", "H", "H", "H"], "xyz": [[-0.906, -0.396, 0.748], [0.077, 1.105, -0.617], [0.855, -0.009, -0.505], [-0.955, 0.822, 0.146], [0.261, -0.916, 0.337], [1.789, -0.228, -1.029], [0.653, -1.900, 0.579], [-1.773, 1.520, 0.341]], "energy_ev": -6696.28011, "largest_force_ev_per_a": 2.32, "orbital_gap_ev": 10.4, "de_lowest_kj_mol": 20.44, "lumo_ev": 1.06, "smiles": "c1cocn1", "charge": 0}

(14)
{"formula": "C3H3NO", "method": "ωB97M-V with the def2-TZVPD basis set", "species": ["O", "N", "C", "C", "C", "H", "H", "H"], "xyz": [[-0.890, 0.882, 0.502], [2.521, -0.057, 0.780], [-1.013, -0.405, -0.089], [0.213, 0.370, -0.200], [1.391, 0.054, 0.554], [0.496, 0.840, -1.140], [-1.078, -1.243, 0.600], [-1.624, -0.457, -0.982]], "energy_ev": -6695.04727, "largest_force_ev_per_a": 2.21, "orbital_gap_ev": 12.1, "de_lowest_kj_mol": 139.39, "lumo_ev": 0.72, "smiles": "N#C[C@H]1CO1", "charge": 0}

(15)
{"formula": "C3H3NO", "method": "ωB97M-V with the def2-TZVPD basis set", "species": ["O", "N", "C", "C", "C", "H", "H", "H"], "xyz": [[-1.851, 2.305, -1.860], [-1.149, 0.559, -0.423], [-1.430, 1.449, -1.212], [-0.560, -0.886, 0.673], [0.943, -0.854, 0.668], [1.537, -0.572, -0.226], [1.355, -1.771, 0.959], [1.155, -0.230, 1.420]], "energy_ev": -6690.05625, "largest_force_ev_per_a": 5.87, "orbital_gap_ev": [9.4, 7.0], "de_lowest_kj_mol": 247.47, "multiplicity": 3, "lumo_ev": [0.12, -3.05], "charge": 0, "s_squared": 2.0107}

(16)
{"formula": "C3H3NO2", "method": "ωB97M-V with the def2-TZVPD basis set", "species": ["O", "O", "N", "C", "C", "C", "H", "H", "H"], "xyz": [[0.470, -1.607, 0.077], [0.728, 0.450, -1.118], [-3.148, 0.396, 0.124], [0.969, 0.896, 0.211], [0.255, -0.348, -0.175], [-2.055, 0.051, 0.057], [0.195, 1.506, 0.637], [1.924, 0.959, 0.726], [0.663, -2.303, -0.540]], "energy_ev": -8739.28651, "largest_force_ev_per_a": 3.73, "orbital_gap_ev": [9.8, 9.8], "de_lowest_kj_mol": 563.92, "lumo_ev": [-0.70, -0.70], "charge": 0}

(17)
{"formula": "C3H3NO2", "method": "ωB97M-V with the def2-TZVPD basis set", "species": ["O", "O", "N", "C", "C", "C", "H", "H", "H"], "xyz": [[-2.528, -0.524, 0.353], [0.799, -1.582, 0.019], [-0.666, 0.764, 0.166], [1.409, -0.583, 0.249], [-1.614, -0.102, -0.314], [0.542, 0.886, 0.198], [2.488, -0.479, 0.468], [1.013, 1.788, 0.296], [-1.442, -0.168, -1.434]], "energy_ev": -8742.32804, "largest_force_ev_per_a": 5.50, "orbital_gap_ev": 8.9, "de_lowest_kj_mol": 270.46, "lumo_ev": -0.62, "smiles": "O=C/C=N\\C=O", "charge": 0}

(18)
{"formula": "C3H3NO2", "method": "ωB97M-V with the def2-TZVPD basis set", "species": ["O", "O", "N", "C", "C", "C", "H", "H", "H"], "xyz": [[1.005, -0.177, -0.969], [-1.686, -0.677, 0.892], [-1.479, 2.213, -0.491], [-1.096, 1.150, -0.163], [0.596, -0.742, 0.254], [-0.684, -0.149, 0.396], [1.723, 0.682, -0.935], [0.329, -1.866, -0.020], [1.293, -0.434, 1.035]], "energy_ev": -8741.86736, "largest_force_ev_per_a": 6.83, "orbital_gap_ev": 10.4, "de_lowest_kj_mol": 314.91, "lumo_ev": -0.52, "smiles": "N#CC(=O)CO", "charge": 0}

(19)
{"formula": "C3H3NO2", "method": "ωB97M-V with the def2-TZVPD basis set", "species": ["O", "O", "N", "C", "C", "C", "H", "H", "H"], "xyz": [[-0.632, -1.223, -0.064], [-3.899, 0.216, -0.121], [1.073, 0.360, -0.448], [-1.489, -0.075, 0.065], [-2.782, 0.051, -0.054], [0.646, -0.799, -0.299], [-0.963, 0.906, 0.012], [1.276, -1.642, -0.431], [0.354, 1.065, -0.336]], "energy_ev": -8741.78506, "largest_force_ev_per_a": 3.00, "orbital_gap_ev": 9.6, "de_lowest_kj_mol": 322.85, "lumo_ev": 0.28, "smiles": "[H]/N=C\\OC=C=O", "charge": 0}

(20)
{"formula": "C3H3NO2", "method": "ωB97M-V with the def2-TZVPD basis set", "species": ["O", "O", "N", "C", "C", "C", "H", "H", "H"], "xyz": [[1.484, 0.168, -0.911], [-1.710, 1.171, -0.205], [0.401, 1.003, -1.120], [-0.024, -0.452, 0.579], [-0.484, 0.616, -0.243], [1.205, -0.691, 0.073], [1.960, -1.432, 0.290], [-0.529, -0.908, 1.418], [-2.292, 0.480, 0.134]], "energy_ev": -8742.79669, "largest_force_ev_per_a": 0.46, "orbital_gap_ev": 10.6, "de_lowest_kj_mol": 225.24, "lumo_ev": 0.63, "smiles": "Oc1ccon1", "charge": 0}